(1)
108
Properties=species:S:1:pos:R:3:forces:R:3:lowdin_charge:R:1 method="wB97M-V/def2-TZVPD" homo_energy_ev=-1.62 charge=-2 largest_force_ev_per_a=0.3 spin_multiplicity=1 de_lowest_kcal_mol=15.55 energy_ha=-4114.8736
Pb -0.8224 -0.1785 -0.8782 -0.22 -0.02 -0.05 0.899
O -1.6805 -3.2368 0.1925 0.06 -0.19 -0.16 -0.214
N -2.9083 -3.2150 0.3627 -0.09 0.13 0.08 -0.166
N -3.5841 -2.7430 -0.6422 0.08 0.00 0.00 -0.018
O -2.5690 -2.3298 -3.1257 -0.08 -0.02 0.19 -0.203
C -4.9512 -2.6200 -0.3829 -0.01 -0.02 -0.07 -0.277
C -5.7173 -1.9625 -1.3560 0.01 -0.05 0.01 -0.049
C -7.0787 -1.7735 -1.1889 0.01 0.01 -0.01 -0.125
C -7.7234 -2.2316 -0.0462 -0.01 0.03 -0.01 -0.143
C -6.9718 -2.8862 0.9229 0.01 -0.03 0.02 -0.123
C -5.6103 -3.0862 0.7656 -0.01 0.04 0.01 -0.050
H -5.2092 -1.5943 -2.2394 0.01 0.01 0.00 0.102
H -7.6395 -1.2492 -1.9554 -0.01 0.00 0.00 0.086
H -8.7852 -2.0690 0.0945 0.00 0.00 0.00 0.078
H -7.4554 -3.2434 1.8260 0.00 0.01 0.00 0.088
H -5.0340 -3.5843 1.5313 0.00 0.01 0.00 0.088
N -1.8282 3.0922 -4.2083 -0.02 0.05 0.04 0.141
C -1.5767 2.3276 -3.0891 0.02 -0.02 0.01 -0.548
O -2.3503 1.4523 -2.7554 -0.04 0.00 0.02 -0.007
C -0.2971 2.6574 -2.3495 0.00 -0.01 -0.05 -0.254
C -0.2550 2.1257 -0.9303 0.03 -0.04 0.02 -0.356
H -2.4791 2.6787 -4.8569 0.01 0.00 -0.02 0.094
H -1.0476 3.5826 -4.6107 0.00 -0.01 -0.03 0.082
H -0.1286 3.7423 -2.4430 -0.02 0.00 0.00 0.104
H 0.4891 2.1864 -2.9552 -0.01 0.01 0.02 0.072
H -0.9292 2.6807 -0.2769 -0.02 0.05 0.02 0.029
H 0.7581 2.2077 -0.5374 0.05 0.02 0.05 -0.006
C -1.6689 -3.3452 -3.4265 0.00 -0.04 -0.02 -0.480
P 0.1205 -2.7969 -3.4215 0.07 0.03 0.02 0.943
C 0.6850 -4.0222 -4.7025 0.03 -0.01 -0.03 -0.309
C 0.0444 -1.3085 -4.5145 -0.05 -0.04 -0.02 -0.398
C -0.9891 -1.1321 -5.4338 0.01 -0.02 -0.01 -0.084
C -1.0288 -0.0311 -6.2737 0.02 0.02 0.01 -0.096
C -0.0200 0.9186 -6.2039 -0.01 -0.02 -0.01 -0.120
C 1.0040 0.7677 -5.2819 0.02 -0.02 0.00 -0.126
C 1.0506 -0.3313 -4.4197 0.05 0.05 -0.01 -0.404
P 2.3053 -0.4605 -3.0690 -0.04 0.04 0.02 0.881
C 3.2704 1.0957 -3.3049 0.07 0.02 -0.04 -0.313
C 3.5323 -1.6001 -3.8505 0.02 -0.05 0.01 -0.299
H -1.7223 -4.1742 -2.7083 0.00 0.04 0.03 0.082
H -1.8999 -3.7622 -4.4186 0.01 -0.01 0.00 0.065
H -2.8652 -2.4400 -2.1652 -0.06 0.09 -0.12 0.017
H 0.0619 -4.0010 -5.6012 -0.01 0.01 0.01 0.027
H 0.6386 -5.0234 -4.2673 -0.01 0.00 0.01 0.029
H 1.7194 -3.8310 -4.9899 0.00 -0.01 -0.01 0.007
H -1.7941 -1.8533 -5.4719 -0.01 0.00 0.00 0.095
H -1.8513 0.0892 -6.9692 0.00 0.00 -0.01 0.095
H -0.0351 1.7863 -6.8547 0.00 0.00 -0.01 0.091
H 1.7702 1.5306 -5.2279 0.00 0.00 0.00 0.078
H 4.1016 1.0528 -2.5982 -0.02 -0.01 -0.04 0.007
H 2.6705 1.9669 -3.0379 -0.01 0.00 0.00 0.026
H 3.6782 1.2268 -4.3114 -0.01 -0.01 -0.01 0.031
H 3.7851 -1.3115 -4.8740 -0.01 0.01 0.00 0.037
H 3.1393 -2.6158 -3.8446 0.01 0.01 0.01 -0.001
H 4.4378 -1.5923 -3.2399 0.00 0.01 0.01 0.030
C -0.0432 0.7622 5.2146 0.03 0.03 0.05 -0.222
Si 0.9332 1.8212 4.0019 0.04 0.00 -0.09 0.316
C -0.2630 2.6635 2.8287 -0.01 0.02 0.09 -0.211
C 1.8184 3.1649 5.0064 -0.06 0.01 0.02 -0.227
Si 2.4069 0.4848 2.7812 -0.06 0.08 0.02 -0.066
Te 1.1699 -1.0806 1.3358 0.15 -0.12 0.08 0.335
Si 3.9546 1.8052 1.6272 -0.02 -0.11 0.04 0.327
C 4.6218 0.8097 0.1742 0.00 0.08 0.00 -0.236
C 3.2305 3.4178 0.9709 0.07 0.04 0.02 -0.217
C 5.4213 2.3154 2.7146 0.05 0.02 -0.09 -0.233
Si 3.6070 -0.9106 4.2216 -0.06 0.09 -0.05 0.295
C 4.9171 -1.8453 3.2374 0.01 -0.02 0.06 -0.231
C 4.5013 -0.0223 5.6381 0.03 -0.06 0.03 -0.226
C 2.4551 -2.1659 5.0192 0.07 -0.03 0.03 -0.232
H -0.9006 1.3185 5.6041 -0.01 -0.02 0.00 0.025
H 0.5801 0.4588 6.0606 0.00 -0.01 -0.01 0.012
H -0.4115 -0.1407 4.7245 -0.02 -0.01 -0.03 0.021
H -1.0662 3.1560 3.3863 0.01 0.02 -0.02 0.032
H -0.7217 1.9302 2.1626 0.00 -0.02 -0.05 0.003
H 0.2410 3.4123 2.2132 0.01 -0.01 -0.03 0.020
H 1.0839 3.7522 5.5675 0.03 0.02 0.01 0.019
H 2.3681 3.8506 4.3567 0.00 -0.01 -0.01 0.008
H 2.5261 2.7373 5.7205 0.01 -0.02 0.00 0.007
H 3.7822 0.3830 -0.3819 0.01 -0.01 0.03 -0.015
H 5.2395 -0.0226 0.5195 -0.01 -0.02 0.02 0.020
H 5.2216 1.4338 -0.4968 0.01 -0.01 0.01 0.019
H 2.3058 3.2603 0.4176 -0.04 -0.02 -0.04 -0.001
H 3.9517 3.9048 0.3058 -0.02 0.02 0.00 0.022
H 3.0139 4.1059 1.7924 -0.02 0.00 0.01 0.015
H 5.9903 1.4474 3.0556 -0.01 -0.01 0.00 0.006
H 5.0925 2.8710 3.5960 -0.02 0.00 0.01 0.017
H 6.0990 2.9578 2.1418 0.02 0.01 0.03 0.018
H 5.7151 -1.1763 2.9048 -0.01 0.01 -0.01 0.009
H 4.4634 -2.3013 2.3550 -0.01 0.00 0.00 0.018
H 5.3673 -2.6347 3.8476 0.02 -0.01 -0.02 0.019
H 5.2477 0.6901 5.2807 -0.02 0.00 -0.03 0.004
H 5.0122 -0.7642 6.2617 0.02 0.03 0.02 0.018
H 3.7980 0.5192 6.2752 -0.03 0.00 -0.01 0.010
H 1.8342 -2.6483 4.2624 0.00 0.01 -0.01 0.006
H 1.7920 -1.6877 5.7437 -0.01 0.01 -0.02 0.011
H 3.0353 -2.9333 5.5424 -0.02 -0.01 0.01 0.020
N -6.8615 0.9520 3.8539 0.01 0.01 0.02 0.105
C -5.9558 0.7700 3.1646 -0.04 -0.02 -0.03 -0.214
C -4.8294 0.5597 2.3004 0.02 0.01 0.01 -0.264
C -3.6615 -0.0235 2.7935 0.01 -0.02 -0.02 -0.048
C -2.5765 -0.2043 1.9508 -0.01 -0.03 -0.01 -0.164
C -2.5988 0.1956 0.6102 0.03 0.04 0.04 -0.321
C -3.7906 0.7616 0.1413 0.04 0.01 0.01 -0.131
C -4.8938 0.9429 0.9611 -0.01 0.01 0.00 -0.054
H -3.6156 -0.3380 3.8299 -0.01 0.00 0.00 0.107
H -1.6857 -0.6841 2.3430 0.01 0.00 0.03 0.030
H -3.8689 1.0632 -0.8974 0.01 0.01 -0.02 0.076
H -5.8097 1.3726 0.5721 0.00 -0.01 0.00 0.107

---

(2)
106
Properties=species:S:1:pos:R:3:forces:R:3:lowdin_charge:R:1 method="wB97M-V/def2-TZVPD" homo_energy_ev=-10.96 charge=+1 largest_force_ev_per_a=7.2 spin_multiplicity=1 energy_ha=-2917.6000
C -1.8032 2.7310 -4.9496 5.90 -2.45 3.26 0.071
C -0.6065 2.3659 -4.5053 -6.00 1.38 -1.45 -0.107
C 0.7287 1.8051 -3.8264 -0.09 -0.36 -0.02 -0.198
C 0.4363 0.7755 -2.5729 -0.62 0.76 -1.67 -0.182
C -0.5737 1.5495 -1.5833 0.03 -0.58 -1.13 -0.118
C -0.4541 1.1990 -0.0171 1.04 0.37 0.61 -0.199
C -0.2114 2.6303 0.6906 -0.08 1.20 0.10 -0.072
C -1.4530 3.6406 0.6995 -3.87 1.98 3.36 -0.318
O -2.0931 3.9277 1.7755 3.32 -1.94 -4.80 0.038
O -1.9123 4.3422 -0.4967 1.29 -2.39 1.36 0.013
C 0.8795 0.3924 0.5247 0.06 -0.76 -0.56 -0.319
Cl 2.5060 1.2435 0.8106 -3.08 -1.67 -0.29 0.795
N 0.7096 -0.9074 0.7862 1.46 4.01 -1.64 -0.022
C 1.8647 -1.6796 1.3331 1.08 -1.98 1.76 -0.198
C 2.0390 -1.3522 2.9398 0.92 -0.61 -0.37 -0.067
C -0.7288 -1.2937 0.4892 -0.65 -3.12 0.53 -0.262
C -0.8971 -2.1126 -0.8920 0.28 1.17 -1.61 -0.095
C 0.4223 -2.8415 -1.4610 -0.04 -1.10 -1.02 -0.083
C 0.5761 -4.3986 -0.9637 -1.60 -2.43 0.20 -0.383
N 1.8794 -4.8238 -0.4080 -1.43 1.98 0.07 0.098
O -0.3531 -5.2659 -1.0704 3.60 4.12 0.56 0.009
C -0.9888 -2.4312 1.6283 0.60 -0.36 0.78 -0.374
S -2.7463 -3.0126 1.7799 0.40 -0.15 0.18 0.851
C -2.9923 -4.6920 1.0170 -0.57 -1.43 -0.50 -0.502
C -3.8622 -4.6027 -0.3532 -0.48 -0.01 -0.09 -0.175
C -1.5246 0.1416 0.6536 1.34 -0.97 -0.47 -0.247
C -3.0007 0.0426 0.0279 -1.15 0.84 -0.23 -0.108
C -3.7890 1.4582 -0.1321 -1.37 -0.63 -0.57 -0.184
C -5.3802 1.0652 -0.2847 0.24 0.29 -0.32 -0.195
C -5.6791 0.1097 -1.5345 -1.75 -5.99 -2.45 -0.108
C -5.9920 -0.9343 -2.2946 1.27 5.29 4.26 0.071
O -1.3100 0.4045 2.0646 -2.53 -0.01 -0.79 -0.146
C -2.5229 0.4998 2.8501 -0.44 0.98 3.14 -0.151
C -2.0355 0.4615 4.4214 -0.44 -0.12 -0.08 -0.162
N -2.0382 -0.9690 4.8707 -0.25 0.37 0.47 -0.107
C -3.3978 -1.4384 5.2921 -0.63 -0.40 -0.42 -0.202
C -3.6039 -1.5766 6.8925 -1.90 -0.50 -0.95 -0.377
C -5.2048 -1.4917 7.1684 0.17 0.49 0.02 -0.074
O -2.9597 -0.4897 7.6179 0.70 -2.02 -0.28 -0.078
H -2.9420 2.9078 -5.0929 2.88 -0.26 0.05 0.062
H 1.4120 2.6333 -3.3678 -1.41 -1.19 -1.26 0.127
H 1.3328 1.1819 -4.5938 -1.00 1.39 1.10 0.122
H -0.0310 -0.1667 -3.0818 0.85 1.56 1.33 0.117
H 1.4742 0.5326 -2.1424 -1.60 0.31 -0.45 0.102
H -1.6517 1.3476 -1.9862 1.97 0.28 1.01 0.126
H -0.4084 2.6915 -1.7657 -0.29 -2.14 0.64 0.124
H 0.6267 3.1639 0.0738 -1.47 -1.08 1.14 0.137
H 0.1478 2.5169 1.7855 -0.94 0.33 -1.87 0.135
H -2.8842 4.2104 -0.6136 0.96 0.28 0.68 0.113
H 1.7241 -2.8372 1.2914 -0.39 2.42 -0.35 0.104
H 2.8671 -1.5038 0.7591 -2.15 0.20 0.86 0.133
H 2.2479 -2.3630 3.4857 -0.59 1.89 -0.95 0.101
H 1.1012 -0.8471 3.3738 1.57 -0.73 -0.71 0.081
H 2.9997 -0.7254 3.0724 -1.83 -0.76 -0.06 0.076
H -1.2047 -1.3276 -1.7029 0.61 -1.49 1.38 0.107
H -1.7464 -2.8964 -0.8918 1.37 1.39 0.53 0.110
H 0.2697 -2.9315 -2.6175 0.25 0.13 2.10 0.144
H 1.4092 -2.2642 -1.3288 -1.57 -0.82 -0.01 0.103
H 2.5566 -4.0414 -0.3666 -0.63 -0.66 -0.27 0.068
H 1.8035 -5.1818 0.5588 -0.21 -0.36 -1.02 0.100
H -0.3582 -3.3961 1.4310 -1.03 1.89 -0.02 0.099
H -0.6466 -2.0410 2.6704 -0.96 -0.61 -1.77 0.081
H -2.0173 -5.3172 0.9065 -1.57 1.45 0.02 0.082
H -3.6505 -5.2994 1.7681 1.33 1.33 -1.11 0.086
H -3.8021 -3.5636 -0.8734 0.12 -1.83 0.93 0.057
H -4.9923 -4.7566 -0.1122 2.04 0.27 -0.35 0.084
H -3.5562 -5.4287 -1.0942 -0.38 1.34 1.16 0.083
H -3.0346 -0.4259 -1.0428 0.54 0.74 2.06 0.127
H -3.7305 -0.6267 0.6480 1.85 1.05 -0.92 0.099
H -3.5210 2.0159 -1.1086 -0.08 -0.83 1.71 0.108
H -3.7367 2.1406 0.7896 0.17 -1.04 -1.46 0.099
H -6.0169 2.0299 -0.3795 1.13 -1.65 -0.04 0.120
H -5.6702 0.6059 0.7451 0.21 0.30 -2.11 0.126
H -6.3901 -1.8500 -2.8876 1.07 2.39 1.22 0.063
H -3.2576 -0.3781 2.7473 1.28 1.25 -0.24 0.101
H -3.0790 1.5241 2.7543 1.14 -1.82 -0.39 0.133
H -2.7882 1.0555 5.0885 1.40 -0.67 -1.33 0.133
H -0.9667 0.8953 4.5382 -1.86 -0.58 -0.34 0.131
H -1.3865 -1.1301 5.6591 -0.57 0.46 -0.74 0.102
H -3.5968 -2.4616 4.7641 0.20 1.67 1.17 0.108
H -4.2123 -0.7163 4.8679 1.48 -1.09 0.82 0.128
H -3.2659 -2.6323 7.2164 -0.13 1.80 -0.31 0.148
H -5.4850 -0.3722 7.2710 0.53 -1.82 -0.14 0.094
H -5.8380 -1.9108 6.2895 1.25 0.51 1.51 0.088
H -5.4916 -2.0240 8.1461 0.44 0.81 -1.54 0.084
H -2.1227 -0.8811 7.9726 -1.06 0.75 -0.30 0.104
C 5.0172 1.3603 -0.9434 -0.29 -0.22 -0.29 -0.087
C 5.7107 1.8085 -2.2031 -0.03 0.09 -0.96 -0.487
O 5.1777 1.6893 -3.2944 0.14 -0.01 0.82 0.059
C 7.0839 2.4081 -2.0638 -0.06 0.03 -0.46 -0.007
H 4.0377 0.9494 -1.1974 0.29 0.07 -0.13 0.016
H 5.6062 0.5828 -0.4512 0.05 0.17 0.14 0.092
H 4.8771 2.2118 -0.2733 0.20 -0.07 0.08 0.067
H 7.7653 1.6775 -1.6218 -0.01 0.15 0.17 0.094
H 7.0361 3.3062 -1.4436 0.11 -0.14 0.14 0.094
H 7.4610 2.6850 -3.0518 0.01 -0.02 0.18 0.063
C 6.9390 3.0969 -6.2245 0.02 -0.17 0.43 -0.019
C 8.3017 3.7224 -6.0863 0.47 -0.05 0.70 -0.496
O 8.9401 3.6286 -5.0500 -0.46 0.04 -0.60 0.052
C 8.8467 4.4677 -7.2753 0.40 0.11 0.20 -0.026
H 6.6745 2.5933 -5.2910 -0.01 0.07 -0.17 0.055
H 6.1943 3.8698 -6.4279 0.01 -0.10 -0.20 0.090
H 6.9489 2.3585 -7.0294 -0.12 0.17 -0.10 0.090
H 8.1869 5.3015 -7.5254 -0.04 -0.15 -0.17 0.087
H 8.9414 3.7903 -8.1269 -0.18 0.13 -0.06 0.087
H 9.8355 4.8646 -7.0319 -0.17 -0.08 -0.02 0.085